Record 1
DFT (wB97M-V/def2-TZVPD) results for a molecular structure, C4H3NOS in a non-equilibrium geometry.

```
10
Properties=species:S:1:pos:R:3:forces:R:3
C 0.978 0.199 0.930 2.57 -3.08 -4.51
C -0.382 0.058 0.105 -2.05 4.01 0.85
C -1.519 -0.898 0.053 0.92 -2.11 0.37
C -2.304 -1.862 0.090 2.05 -1.81 -1.29
H 3.047 -0.867 -1.270 -5.23 -0.94 2.50
H 0.804 0.917 1.702 0.96 -0.03 0.59
H -2.506 -3.094 -0.133 0.15 4.51 0.98
N 2.189 -0.220 0.369 -5.30 3.06 4.58
O 1.942 -0.988 -0.681 5.32 -0.22 -4.26
S -0.803 1.719 -0.281 0.60 -3.40 0.18
```
Forces are in eV/Å.

HOMO level (Ha): -0.324
Relative energy (zero: lowest compared OMol25 entry of this formula, charge and spin) (kcal per mole): 170.25
Total energy (eV): -18560.87023
Strongest force on any atom (Eh/bohr): 0.149

Record 2
DFT (wB97M-V/def2-TZVPD) results for a molecular structure, C26H51Br2IN4OSi2 in a non-equilibrium geometry.

```
87
Properties=species:S:1:pos:R:3:forces:R:3
C 4.713 -1.708 0.964 -0.53 -0.35 0.60
C 3.869 -2.405 2.131 0.11 0.31 0.24
C 2.956 -3.602 1.628 -0.01 0.50 0.08
I 1.971 -4.407 3.442 0.53 -0.13 -0.55
Si 1.493 -3.000 0.500 -0.26 0.26 1.96
O 0.207 -2.603 1.571 0.72 0.29 -3.66
Si -0.796 -1.313 0.990 -0.14 -0.26 1.92
C -0.217 0.485 1.421 0.08 0.54 -0.87
C 1.310 0.798 1.095 -0.16 2.20 -0.05
C 1.558 1.182 -0.446 0.16 -0.32 0.51
C 1.682 2.147 1.926 -0.26 -0.75 0.15
C -2.535 -1.553 1.851 -0.11 1.23 0.58
Br -3.311 -3.357 1.531 0.29 0.85 0.05
C -3.530 -0.349 1.568 0.04 -0.72 -0.96
C -4.324 -0.444 0.200 -0.10 0.10 0.35
Br -4.857 -0.323 3.063 0.30 0.21 -0.43
H 5.783 -1.599 1.304 -1.13 -0.10 -0.61
H 4.635 -2.362 0.048 0.37 0.92 0.76
H 4.269 -0.681 0.764 0.67 -1.28 -0.02
H 4.551 -2.780 2.960 -0.79 0.44 -1.07
H 3.232 -1.587 2.607 0.62 -1.29 -0.47
H 3.527 -4.464 1.169 -0.50 1.04 0.70
H 1.944 -1.738 -0.127 -0.02 -0.07 -0.14
H 1.154 -3.963 -0.546 -0.12 -0.26 -0.05
H -0.989 -1.452 -0.475 0.15 -0.10 -0.05
H -0.904 1.229 0.877 1.15 -0.73 0.45
H -0.371 0.637 2.532 0.03 0.17 -1.77
H 2.039 0.017 1.463 -1.08 0.52 -0.61
H 1.546 0.287 -1.134 -0.11 0.98 0.69
H 2.569 1.689 -0.535 -1.09 -0.70 0.03
H 0.783 1.943 -0.782 0.82 -0.98 0.43
H 2.516 1.910 2.659 -0.76 0.55 -0.98
H 0.794 2.465 2.552 1.01 -0.21 -0.76
H 1.942 2.972 1.201 -0.08 -0.76 1.03
H -2.306 -1.515 2.961 -0.57 -0.32 -1.61
H -2.982 0.647 1.612 -0.65 -1.39 0.18
H -5.071 0.404 0.153 0.92 -0.86 -0.03
H -4.917 -1.414 0.130 0.97 1.22 0.11
H -3.595 -0.363 -0.670 -0.87 -0.20 1.03
C 7.121 1.845 2.019 0.04 -0.01 -0.06
C 6.089 2.875 2.465 0.17 -0.09 -0.30
C 5.700 2.730 3.938 -0.34 -0.63 -0.18
C 5.102 1.381 4.178 -0.46 -0.88 0.46
N 4.636 0.330 4.364 0.74 1.74 -0.39
H 6.736 0.826 2.104 0.01 0.06 0.06
H 7.389 2.004 0.972 0.02 0.00 0.08
H 8.033 1.919 2.618 -0.04 -0.03 -0.05
H 5.198 2.780 1.836 -0.01 0.07 0.13
H 6.493 3.878 2.300 -0.10 -0.01 0.11
H 4.971 3.496 4.212 -0.01 -0.15 0.09
H 6.576 2.851 4.581 -0.08 -0.11 0.01
C -3.737 1.614 -5.033 0.00 0.06 0.49
C -3.579 1.725 -3.520 -0.27 -0.06 -0.24
C -2.144 1.473 -3.052 -0.09 -0.73 -0.15
C -1.717 0.091 -3.436 0.59 -0.96 -0.14
N -1.386 -0.985 -3.735 -0.62 1.84 0.48
H -3.503 0.607 -5.387 0.06 0.03 0.06
H -4.765 1.829 -5.324 0.13 0.04 -0.01
H -3.084 2.320 -5.547 -0.09 -0.07 0.08
H -4.256 1.013 -3.038 0.11 0.06 0.11
H -3.886 2.726 -3.202 0.10 -0.06 0.08
H -2.077 1.576 -1.966 0.14 -0.11 -0.06
H -1.460 2.195 -3.503 0.02 -0.13 -0.01
C -5.719 -1.021 -8.621 -0.06 -0.04 -0.01
C -4.490 -0.787 -9.492 -0.32 -0.12 -0.04
C -3.318 -0.179 -8.718 -0.38 0.63 0.10
C -3.713 1.150 -8.155 -0.04 1.03 0.38
N -4.020 2.182 -7.714 0.42 -1.75 -1.32
H -6.111 -0.084 -8.219 0.08 -0.03 0.01
H -6.517 -1.482 -9.207 0.06 -0.01 0.06
H -5.486 -1.684 -7.783 -0.04 0.05 -0.04
H -4.763 -0.132 -10.324 0.13 -0.03 0.04
H -4.173 -1.740 -9.924 0.11 0.10 0.02
H -2.459 -0.043 -9.379 -0.01 0.11 0.14
H -3.015 -0.837 -7.899 -0.01 0.13 0.02
C -0.912 0.522 6.533 -0.03 0.04 0.05
C -0.759 -0.985 6.709 -0.22 0.27 0.09
C 0.330 -1.582 5.814 -0.42 0.14 -0.54
C -0.003 -1.343 4.377 0.10 0.08 -1.22
N -0.263 -1.155 3.256 0.77 -0.85 4.91
H -1.219 0.780 5.516 0.05 -0.03 0.03
H -1.677 0.908 7.209 0.07 0.00 -0.04
H 0.027 1.040 6.750 -0.06 -0.01 -0.03
H -1.718 -1.466 6.496 0.12 -0.06 0.01
H -0.517 -1.199 7.753 0.05 -0.10 -0.10
H 0.411 -2.658 5.984 0.06 0.06 -0.20
H 1.301 -1.131 6.035 -0.02 -0.02 -0.17
```
Forces are in eV/Å.

HOMO level (Ha): -0.325
Total energy (eV): -199737.74267
Strongest force on any atom (Eh/bohr): 0.098

Record 3
DFT (wB97M-V/def2-TZVPD) results for a molecular structure, C62H62AsBrN2O4P2RhS in a non-equilibrium geometry.

```
136
Properties=species:S:1:pos:R:3:forces:R:3
Rh 0.604 -0.051 0.306 -1.39 -0.99 -0.82
C 2.597 -2.410 -1.115 -0.04 0.19 -0.07
C 1.259 -2.657 -1.757 -0.12 0.17 0.09
P -0.111 -2.212 -0.625 0.63 0.03 0.40
C -1.487 -2.838 -1.654 -0.35 0.67 0.07
C -2.534 -3.539 -1.058 0.06 -0.10 0.04
C -3.530 -4.103 -1.837 -0.02 -0.08 0.02
C -3.509 -3.954 -3.216 0.07 0.06 -0.02
C -2.496 -3.216 -3.811 0.02 -0.05 -0.02
C -1.495 -2.653 -3.036 0.09 0.00 0.02
C -0.084 -3.497 0.664 0.03 0.28 0.31
C 0.417 -4.778 0.432 0.03 0.06 -0.09
C 0.362 -5.736 1.432 -0.01 -0.06 0.01
C -0.198 -5.432 2.667 -0.01 0.07 -0.02
C -0.717 -4.166 2.897 0.04 -0.01 0.04
C -0.657 -3.204 1.899 -0.05 -0.01 -0.10
P 2.776 -0.646 -0.602 -0.23 -0.44 0.17
C 2.874 0.282 -2.171 -0.23 0.14 0.06
C 2.912 1.679 -2.161 0.00 0.07 0.03
C 2.945 2.392 -3.351 0.02 -0.05 -0.06
C 2.945 1.725 -4.567 0.02 0.02 0.01
C 2.954 0.338 -4.588 0.03 -0.07 0.02
C 2.923 -0.379 -3.400 0.05 -0.03 -0.03
C 4.524 -0.849 -0.108 -0.07 0.12 0.35
C 5.550 -0.349 -0.903 -0.08 0.08 -0.02
C 6.866 -0.726 -0.666 -0.01 -0.04 -0.02
C 7.169 -1.594 0.370 -0.03 0.03 -0.03
C 6.150 -2.077 1.182 -0.02 -0.07 0.05
C 4.836 -1.716 0.941 0.01 0.21 0.03
H 3.429 -2.699 -1.760 0.00 0.00 0.03
H 2.685 -2.988 -0.192 0.11 -0.02 0.00
H 1.136 -3.687 -2.092 -0.10 -0.01 0.01
H 1.136 -2.015 -2.628 -0.05 -0.05 -0.07
H -2.561 -3.659 0.017 -0.02 -0.02 -0.02
H -4.326 -4.665 -1.363 0.02 0.04 0.00
H -4.280 -4.405 -3.827 -0.02 0.04 0.03
H -2.484 -3.070 -4.885 -0.01 -0.01 0.03
H -0.729 -2.065 -3.525 0.00 -0.03 0.00
H 0.837 -5.041 -0.531 0.01 -0.02 0.04
H 0.747 -6.730 1.240 0.02 0.03 0.01
H -0.232 -6.181 3.448 -0.01 -0.01 -0.04
H -1.150 -3.921 3.859 -0.03 0.00 -0.05
H -1.064 -2.216 2.063 0.00 -0.02 0.05
H 2.945 2.199 -1.213 -0.04 -0.01 -0.12
H 2.978 3.474 -3.327 -0.01 -0.02 0.02
H 2.961 2.281 -5.496 0.01 -0.01 0.03
H 3.000 -0.194 -5.529 -0.01 0.02 0.01
H 2.980 -1.458 -3.450 -0.04 0.04 -0.02
H 5.332 0.324 -1.722 0.00 0.02 0.02
H 7.651 -0.347 -1.309 -0.02 0.03 0.05
H 8.193 -1.899 0.541 -0.03 0.03 0.02
H 6.378 -2.745 2.004 0.01 0.02 -0.03
H 4.051 -2.088 1.585 -0.02 -0.02 0.06
O 1.784 -0.227 6.522 0.00 0.12 -0.07
C 1.523 -0.296 5.210 -0.07 -0.04 0.02
C 1.842 -1.398 4.419 0.10 -0.04 0.08
C 1.498 -1.376 3.093 -0.03 -0.08 -0.08
N 0.834 -0.363 2.515 0.70 0.11 -0.83
C 0.600 0.713 3.280 -0.39 0.15 -0.17
Br -0.253 2.162 2.444 0.03 0.01 0.32
C 0.891 0.789 4.620 0.15 0.07 0.05
H 2.266 -1.003 6.825 0.05 -0.07 -0.01
H 2.385 -2.240 4.831 -0.07 -0.02 -0.06
H 1.729 -2.215 2.455 0.03 -0.01 -0.03
H 0.691 1.685 5.190 -0.06 -0.02 -0.05
C -5.417 3.588 4.412 0.03 -0.09 -0.07
C -4.913 2.620 3.374 -0.04 0.00 0.04
C -4.051 1.585 3.707 -0.01 0.01 0.02
C -3.552 0.714 2.748 -0.05 -0.07 -0.03
C -2.724 -0.455 3.234 -0.05 0.15 -0.04
C -3.892 0.890 1.389 0.21 0.04 -0.06
As -2.789 -0.276 0.196 -0.72 -0.36 -0.27
N -1.335 0.796 -0.304 2.41 -0.90 0.83
C -1.321 2.123 -0.633 -0.23 1.05 -0.55
C -0.084 2.780 -0.841 -0.60 -0.36 0.12
C -0.039 4.089 -1.262 -0.05 0.29 0.02
C -1.215 4.804 -1.477 -0.05 -0.08 0.01
C -2.445 4.184 -1.269 0.22 0.19 -0.05
C -2.498 2.870 -0.857 0.41 -0.47 0.12
C -3.940 -0.571 -1.401 0.14 0.20 0.14
C -3.652 -0.239 -2.732 -0.08 0.00 0.01
C -2.384 0.435 -3.197 -0.11 0.02 0.04
C -4.598 -0.539 -3.715 0.04 -0.04 0.06
C -5.792 -1.178 -3.430 -0.01 0.08 -0.13
C -6.792 -1.482 -4.514 -0.01 0.06 0.15
C -6.035 -1.541 -2.112 -0.07 -0.07 0.02
C -5.127 -1.267 -1.100 -0.06 0.12 0.00
C -5.467 -1.697 0.306 0.07 0.09 -0.10
C -4.870 1.849 1.061 -0.07 -0.02 0.06
C -5.548 2.008 -0.283 -0.06 0.00 0.11
C -5.342 2.699 2.060 0.04 -0.02 -0.02
H -4.779 3.583 5.296 -0.02 0.01 -0.01
H -6.429 3.324 4.724 0.01 0.03 0.01
H -5.444 4.601 4.009 -0.02 -0.01 0.04
H -3.763 1.446 4.744 0.02 0.01 -0.03
H -2.658 -0.439 4.322 0.03 0.01 0.00
H -1.714 -0.438 2.829 0.04 0.00 0.03
H -3.188 -1.397 2.934 0.03 -0.03 0.02
H 0.831 2.233 -0.666 0.13 0.07 -0.10
H 0.920 4.565 -1.426 -0.02 -0.01 0.02
H -1.174 5.832 -1.813 0.01 -0.01 0.00
H -3.365 4.725 -1.449 0.01 0.02 0.03
H -3.445 2.382 -0.717 0.11 0.07 -0.11
H -1.502 0.046 -2.691 0.00 0.09 0.01
H -2.423 1.511 -3.024 0.05 0.00 0.02
H -2.262 0.287 -4.270 0.02 -0.04 0.01
H -4.375 -0.269 -4.743 -0.01 -0.02 0.01
H -6.376 -1.279 -5.500 -0.02 -0.03 -0.02
H -7.686 -0.867 -4.392 0.01 -0.02 -0.03
H -7.109 -2.526 -4.473 0.01 0.01 -0.04
H -6.961 -2.052 -1.865 0.06 -0.02 0.01
H -6.320 -2.375 0.307 0.03 -0.03 -0.01
H -5.717 -0.835 0.927 -0.03 -0.06 0.04
H -4.620 -2.203 0.780 -0.05 -0.04 0.03
H -5.113 1.412 -1.074 0.00 0.00 -0.06
H -5.555 3.057 -0.588 0.00 -0.03 0.01
H -6.593 1.701 -0.185 0.01 -0.02 -0.01
H -6.080 3.451 1.791 0.04 -0.02 -0.01
C 8.623 4.377 0.148 -0.12 -0.05 -0.06
C 7.340 3.680 0.521 0.09 -0.02 0.02
C 7.348 2.508 1.268 -0.01 0.05 -0.04
C 6.160 1.906 1.663 -0.05 -0.01 -0.05
C 4.955 2.472 1.290 0.02 0.00 0.16
C 4.924 3.639 0.533 0.00 -0.04 -0.04
C 6.112 4.231 0.149 -0.03 -0.02 -0.03
S 3.439 1.821 1.927 -0.12 0.29 -0.09
O 2.838 2.881 2.697 -0.08 -0.02 -0.02
O 3.753 0.615 2.662 -0.03 -0.27 -0.08
O 2.626 1.529 0.686 -0.23 -0.06 0.21
H 9.493 3.815 0.486 -0.01 0.02 0.01
H 8.654 5.370 0.599 0.06 -0.01 -0.01
H 8.697 4.505 -0.934 0.02 0.01 0.03
H 8.293 2.067 1.561 -0.01 0.03 0.01
H 6.158 1.011 2.272 0.01 -0.02 -0.03
H 3.969 4.087 0.278 0.05 0.01 0.02
H 6.093 5.147 -0.431 0.00 -0.01 0.02
```
Forces are in eV/Å.

Charge: +1
HOMO level (spin up / spin down) (Ha): -0.356 / -0.358
Total energy (eV): -239767.50806
Strongest force on any atom (Eh/bohr): 0.053

Record 4
DFT (wB97M-V/def2-TZVPD) results for a molecular structure, C34H29BN10PSV.

```
77
Properties=species:S:1:pos:R:3:forces:R:3
V 0.338 -0.416 -0.658 0.06 -0.04 0.06
C 1.467 -1.233 3.114 0.03 -0.01 0.04
C 0.524 -1.955 2.165 -0.12 -0.12 0.03
N 0.911 -1.893 0.748 -0.02 -0.05 -0.05
N 1.961 -1.028 0.443 -0.01 0.08 -0.03
C 2.445 -0.234 1.564 0.07 0.01 0.00
B 2.940 -1.525 -0.684 0.01 0.08 -0.02
N 3.088 -0.280 -1.590 0.06 0.05 -0.01
C 4.076 0.228 -2.337 0.00 -0.03 -0.03
C 3.549 1.229 -3.133 0.02 0.02 0.05
C 2.194 1.263 -2.798 0.00 0.01 -0.05
N 1.928 0.347 -1.874 -0.10 -0.04 0.06
N 2.118 -2.566 -1.465 0.01 -0.05 -0.04
C 2.363 -3.859 -1.708 -0.01 -0.03 0.02
C 1.210 -4.437 -2.201 0.02 0.01 -0.02
C 0.283 -3.394 -2.210 -0.02 0.00 0.01
N 0.834 -2.266 -1.773 0.01 0.04 0.00
H 1.238 -1.401 4.165 0.00 -0.01 0.00
H 0.259 -2.978 2.424 -0.04 0.04 0.03
H 3.121 0.545 1.209 0.00 -0.01 0.00
H 4.002 -1.946 -0.325 0.03 -0.06 0.02
H 5.079 -0.156 -2.257 0.00 0.00 0.00
H 4.070 1.845 -3.844 0.00 0.01 0.00
H 1.411 1.901 -3.178 0.00 0.00 -0.01
H 3.337 -4.276 -1.517 0.00 0.00 0.00
H 1.063 -5.456 -2.511 0.00 0.00 -0.01
H -0.759 -3.435 -2.488 0.00 0.00 0.00
S -4.519 5.257 -2.309 0.06 -0.01 -0.03
N -3.245 5.245 -1.322 -0.03 -0.01 0.02
C -2.689 4.049 -1.429 -0.08 0.02 -0.05
C -1.511 3.600 -0.716 0.09 -0.06 0.03
C -0.764 4.414 0.138 0.01 -0.04 0.00
C 0.368 3.891 0.720 0.00 -0.02 0.00
C 0.702 2.560 0.476 0.03 0.05 -0.01
N -0.023 1.759 -0.292 0.00 -0.03 -0.02
C -1.094 2.282 -0.921 -0.03 0.11 0.09
C -1.773 1.415 -1.880 -0.08 0.00 -0.08
N -1.239 0.193 -2.059 0.01 -0.08 0.08
C -1.766 -0.597 -2.984 -0.03 -0.03 0.00
C -2.871 -0.234 -3.750 -0.01 0.03 0.01
C -3.444 1.002 -3.553 0.03 -0.03 0.01
C -2.880 1.858 -2.605 0.07 -0.09 -0.01
C -3.360 3.199 -2.345 0.00 0.08 0.01
N -4.410 3.767 -2.915 -0.04 0.00 0.03
H -1.074 5.436 0.307 0.00 0.00 0.00
H 1.000 4.488 1.361 0.00 0.00 0.00
H 1.590 2.131 0.917 0.01 -0.01 0.01
H -1.283 -1.552 -3.125 -0.01 0.00 0.00
H -3.259 -0.923 -4.487 0.00 0.00 0.00
H -4.305 1.329 -4.121 0.00 0.00 0.00
C -1.481 0.047 3.457 -0.08 0.07 -0.06
P -0.679 -0.601 1.944 0.24 0.01 -0.04
C 1.266 0.165 2.496 -0.06 -0.02 -0.02
C 1.433 1.368 3.338 0.02 0.07 0.02
C 2.499 1.558 4.123 -0.06 0.03 -0.02
C 3.630 0.640 4.284 0.05 -0.05 0.00
C 3.829 -0.537 3.681 0.02 0.03 0.02
C 2.947 -1.198 2.667 0.02 -0.02 -0.02
C -2.112 -1.381 1.082 -0.12 0.11 0.01
C -2.323 -2.754 0.983 0.10 -0.02 -0.14
C -3.417 -3.241 0.279 0.01 0.00 -0.02
C -4.317 -2.368 -0.316 -0.01 -0.01 -0.01
C -4.127 -0.997 -0.203 -0.02 0.01 -0.01
C -3.027 -0.511 0.483 -0.10 -0.04 0.11
H -0.846 -0.149 4.321 0.02 0.01 -0.01
H -2.453 -0.420 3.603 0.01 -0.02 0.02
H -1.614 1.127 3.380 -0.03 0.00 0.01
H 0.648 2.118 3.339 0.01 0.01 0.00
H 2.538 2.461 4.720 -0.01 0.00 0.00
H 4.383 0.962 4.993 0.00 -0.01 0.00
H 4.725 -1.085 3.950 0.00 0.00 0.00
H 3.382 -2.128 2.300 0.00 0.01 0.00
H -1.634 -3.454 1.436 0.02 0.01 0.01
H -3.569 -4.310 0.202 0.00 0.00 0.01
H -5.170 -2.756 -0.857 0.00 0.00 0.00
H -4.835 -0.309 -0.649 0.00 -0.01 0.00
H -2.882 0.561 0.575 0.01 0.03 -0.01
```
Forces are in eV/Å.

Charge: +1
Spin multiplicity: 4
HOMO level (spin up / spin down) (Ha): -0.335 / -0.376
Relative energy (zero: lowest compared OMol25 entry of this formula, charge and spin) (kcal per mole): 157.50
Total energy (eV): -97112.82343
Strongest force on any atom (Eh/bohr): 0.005